{"formula": "C46H70Br2O33", "method": "the ωB97M-V functional and the def2-TZVPD basis", "symbols": ["Br", "C", "C", "Br", "H", "H", "H", "H", "C", "C", "C", "O", "C", "O", "O", "H", "H", "H", "H", "H", "H", "C", "C", "C", "O", "C", "O", "O", "H", "H", "H", "H", "H", "H", "C", "C", "C", "O", "C", "O", "O", "H", "H", "H", "H", "H", "H", "C", "C", "C", "O", "C", "O", "O", "H", "H", "H", "H", "H", "H", "C", "C", "C", "O", "C", "O", "O", "H", "H", "H", "H", "H", "H", "C", "C", "C", "O", "C", "O", "O", "H", "H", "H", "H", "H", "H", "C", "C", "C", "O", "C", "O", "O", "H", "H", "H", "H", "H", "H", "C", "C", "C", "O", "C", "O", "O", "H", "H", "H", "H", "H", "H", "C", "C", "C", "O", "C", "O", "O", "H", "H", "H", "H", "H", "H", "C", "C", "C", "O", "C", "O", "O", "H", "H", "H", "H", "H", "H", "C", "C", "C", "O", "C", "O", "O", "H", "H", "H", "H", "H", "H"], "coordinates": [[5.939, -0.946, 3.196], [4.939, 0.545, 2.440], [4.830, 0.265, 0.953], [3.915, 1.733, 0.025], [5.406, 1.463, 2.776], [3.947, 0.503, 2.883], [4.248, -0.619, 0.723], [5.815, 0.299, 0.499], [-0.805, 3.634, 6.132], [-0.028, 3.810, 4.862], [0.528, 5.129, 4.364], [1.695, 4.733, 3.636], [2.081, 3.520, 4.045], [2.935, 2.899, 3.489], [1.276, 3.132, 5.042], [-1.734, 4.204, 6.108], [-0.253, 4.060, 6.973], [-1.041, 2.595, 6.342], [-0.369, 3.262, 3.978], [0.723, 5.806, 5.198], [-0.083, 5.596, 3.593], [3.932, -5.761, 1.569], [2.433, -5.550, 1.666], [1.617, -6.173, 0.492], [0.605, -6.875, 1.146], [0.877, -6.998, 2.468], [0.250, -7.624, 3.263], [1.909, -6.228, 2.794], [4.069, -6.789, 1.920], [4.606, -5.142, 2.162], [4.381, -5.722, 0.574], [2.137, -4.499, 1.651], [2.162, -6.686, -0.308], [1.124, -5.357, -0.053], [5.334, 1.499, -3.402], [3.997, 1.638, -4.117], [2.740, 1.590, -3.291], [1.867, 2.367, -4.125], [2.574, 3.216, -4.834], [2.140, 4.109, -5.516], [3.901, 2.915, -4.784], [6.206, 1.424, -4.052], [5.432, 0.517, -2.936], [5.347, 2.321, -2.689], [3.960, 0.819, -4.841], [2.896, 2.141, -2.362], [2.500, 0.533, -3.207], [3.236, -5.475, -2.827], [2.674, -4.226, -3.414], [2.162, -3.178, -2.413], [2.696, -1.931, -2.893], [3.682, -2.200, -3.768], [4.348, -1.364, -4.302], [3.815, -3.518, -3.949], [2.477, -6.129, -2.385], [4.004, -5.295, -2.072], [3.707, -6.190, -3.506], [1.866, -4.374, -4.134], [2.562, -3.413, -1.421], [1.100, -2.975, -2.293], [-6.244, -1.190, -3.460], [-5.451, -1.474, -2.235], [-4.028, -1.886, -2.492], [-3.263, -1.067, -1.591], [-4.066, -0.187, -0.974], [-3.787, 0.475, -0.019], [-5.291, -0.262, -1.502], [-5.619, -0.725, -4.229], [-7.000, -0.430, -3.248], [-6.768, -1.994, -3.975], [-5.954, -2.188, -1.575], [-3.621, -1.625, -3.468], [-3.911, -2.917, -2.159], [-5.165, 4.910, 0.463], [-4.545, 3.676, 1.080], [-3.098, 3.314, 0.670], [-2.496, 3.040, 1.950], [-3.299, 3.436, 2.941], [-3.018, 3.270, 4.094], [-4.381, 4.032, 2.457], [-4.843, 5.879, 0.837], [-6.234, 4.817, 0.672], [-5.102, 5.001, -0.625], [-5.180, 2.790, 1.011], [-2.622, 4.117, 0.103], [-2.965, 2.331, 0.217], [-3.466, -3.590, 4.718], [-2.277, -2.722, 4.250], [-2.720, -1.468, 3.444], [-2.689, -0.426, 4.394], [-1.832, -0.751, 5.346], [-1.317, -0.058, 6.177], [-1.674, -2.081, 5.400], [-3.142, -4.508, 5.198], [-4.046, -3.799, 3.817], [-4.091, -2.965, 5.356], [-1.643, -3.307, 3.585], [-3.640, -1.652, 2.891], [-1.988, -1.167, 2.691], [1.480, -1.445, 3.827], [1.939, -2.538, 4.831], [1.662, -2.361, 6.405], [0.968, -3.558, 6.716], [0.792, -4.332, 5.680], [0.511, -5.505, 5.697], [1.145, -3.699, 4.560], [1.876, -0.444, 4.008], [0.400, -1.313, 3.910], [1.728, -1.826, 2.837], [2.965, -2.760, 4.531], [1.026, -1.482, 6.454], [2.694, -2.227, 6.716], [-0.366, 1.060, 1.778], [-0.655, 0.547, 0.369], [0.603, 0.533, -0.528], [0.957, -0.858, -0.561], [-0.038, -1.640, -0.038], [-0.027, -2.830, 0.063], [-0.937, -0.849, 0.515], [-1.171, 0.823, 2.470], [-0.220, 2.136, 1.660], [0.557, 0.652, 2.197], [-1.536, 1.066, 0.007], [1.309, 1.161, 0.009], [0.476, 1.028, -1.489], [0.018, 1.449, -7.727], [-0.591, 1.587, -6.317], [-2.071, 1.142, -6.282], [-2.091, 0.152, -5.256], [-0.878, 0.010, -4.728], [-0.643, -0.561, -3.702], [0.030, 0.718, -5.403], [-0.213, 0.504, -8.209], [1.073, 1.724, -7.694], [-0.349, 2.299, -8.312], [-0.390, 2.629, -6.068], [-2.534, 0.747, -7.191], [-2.796, 1.940, -6.086], [-2.774, 4.142, -3.361], [-1.281, 4.139, -3.422], [-0.637, 5.522, -3.248], [0.467, 5.299, -2.382], [0.302, 4.122, -1.779], [1.051, 3.646, -0.990], [-0.804, 3.465, -2.226], [-3.276, 3.202, -3.571], [-3.081, 4.867, -4.125], [-2.989, 4.554, -2.375], [-0.830, 3.607, -4.260], [-1.394, 6.252, -2.958], [-0.272, 5.814, -4.233]], "lowdin_charge": [0.62, -0.69, -0.65, 0.79, 0.06, 0.03, 0.05, 0.04, -0.01, -0.28, -0.08, 0.07, -0.59, 0.13, 0.06, 0.08, 0.09, 0.08, 0.13, 0.14, 0.14, -0.01, -0.29, -0.12, 0.08, -0.56, 0.17, 0.09, 0.10, 0.08, 0.07, 0.14, 0.11, 0.11, -0.03, -0.33, -0.09, 0.06, -0.58, 0.13, 0.10, 0.09, 0.07, 0.07, 0.13, 0.06, 0.13, -0.03, -0.28, -0.07, 0.06, -0.55, 0.15, 0.09, 0.08, 0.09, 0.09, 0.16, 0.13, 0.12, -0.02, -0.33, -0.06, 0.07, -0.54, 0.14, 0.09, 0.09, 0.09, 0.09, 0.16, 0.13, 0.14, -0.02, -0.28, -0.06, 0.04, -0.57, 0.16, 0.09, 0.09, 0.09, 0.08, 0.16, 0.13, 0.09, -0.01, -0.27, -0.09, 0.08, -0.60, 0.15, 0.07, 0.09, 0.08, 0.09, 0.15, 0.14, 0.10, 0.00, -0.25, -0.04, 0.09, -0.60, 0.16, 0.05, 0.08, 0.07, 0.08, 0.13, 0.12, 0.13, 0.00, -0.25, -0.10, 0.05, -0.56, 0.14, 0.07, 0.08, 0.09, 0.08, 0.11, 0.04, 0.11, -0.01, -0.31, -0.07, 0.07, -0.57, 0.16, 0.09, 0.09, 0.09, 0.09, 0.13, 0.13, 0.12, -0.01, -0.31, -0.08, 0.11, -0.57, 0.15, 0.06, 0.08, 0.10, 0.08, 0.13, 0.13, 0.14], "homo_lumo_gap_ha": 0.360, "homo_ev": -9.96, "smiles": "C[C@H]1COC(=O)O1.C[C@H]1COC(=O)O1.C[C@H]1COC(=O)O1.C[C@H]1COC(=O)O1.C[C@H]1COC(=O)O1.C[C@H]1COC(=O)O1.C[C@H]1COC(=O)O1.C[C@H]1COC(=O)O1.C[C@H]1COC(=O)O1.C[C@H]1COC(=O)O1.C[C@H]1COC(=O)O1.BrCCBr"}